# 1
Here is a cluster of 3 separate species, C24H56N8O5P2 in total at a distorted geometry from the Open Molecules 2025 dataset. Energies are from ωB97M-V/def2-TZVPD.

Computed properties:
2S+1	1
frontier orbital gap	7.2	eV
HOMO	-7.94	eV
structure (SMILES)	[H]/N=C(/C)C[C@@H](COCCCC(N)=O)OCC#C.CN(C)P(=O)(N(C)C)N(C)C.CN(C)P(=O)(N(C)C)N(C)C
total charge	0

Geometry as XYZ:
```
95
Properties=species:S:1:pos:R:3:lowdin_charge:R:1
C 1.267 1.181 6.829 0.073
C 1.424 0.879 5.665 -0.065
C 1.772 0.934 4.128 -0.204
O 2.128 2.239 3.682 -0.104
C 1.094 2.906 2.943 -0.271
C -0.366 2.785 3.532 -0.200
O -0.513 3.240 4.881 -0.129
C -1.901 3.057 5.226 -0.202
C -2.207 1.768 6.086 -0.142
C -2.420 0.443 5.207 -0.108
C -3.780 0.490 4.409 -0.475
N -3.909 0.818 3.008 0.115
O -4.790 0.238 5.050 0.050
C 1.006 2.520 1.396 -0.085
C 2.084 1.490 0.896 -0.376
C 1.634 -0.054 0.921 -0.051
N 3.267 1.797 0.507 0.126
H 0.769 1.417 7.799 0.054
H 0.993 0.411 3.513 0.103
H 2.713 0.303 4.037 0.136
H 1.352 4.011 2.979 0.160
H -0.735 1.736 3.341 0.102
H -1.019 3.467 2.889 0.145
H -2.582 3.000 4.314 0.117
H -2.247 3.989 5.776 0.134
H -3.218 1.943 6.578 0.123
H -1.487 1.575 6.922 0.090
H -1.522 0.176 4.587 0.094
H -2.541 -0.398 5.959 0.125
H -4.164 -0.038 2.507 0.094
H -3.070 1.257 2.623 0.064
H -0.055 2.181 1.180 0.111
H 1.145 3.467 0.791 0.119
H 0.500 -0.098 0.996 0.066
H 2.020 -0.600 1.823 0.068
H 1.878 -0.577 -0.052 0.071
H 3.378 2.820 0.582 0.053
O 0.196 -3.017 0.213 -0.311
P -0.926 -3.999 0.546 0.743
N 0.008 -5.415 0.254 -0.363
C 0.113 -6.088 -1.023 -0.127
C 1.218 -5.552 1.057 -0.138
N -1.898 -3.582 -0.811 -0.319
C -2.453 -4.493 -1.796 -0.145
C -1.655 -2.287 -1.444 -0.136
N -2.269 -5.045 1.048 -0.273
C -3.300 -4.229 1.737 -0.144
C -2.015 -6.202 1.918 -0.127
H -0.857 -6.480 -1.334 0.061
H 0.745 -6.978 -0.963 0.078
H 0.526 -5.437 -1.804 0.087
H 0.953 -5.603 2.120 0.069
H 1.908 -4.714 0.920 0.070
H 1.765 -6.471 0.834 0.077
H -1.725 -4.740 -2.576 0.075
H -3.318 -4.041 -2.293 0.078
H -2.830 -5.417 -1.358 0.071
H -0.773 -2.315 -2.094 0.082
H -1.512 -1.507 -0.696 0.064
H -2.512 -1.973 -2.048 0.079
H -2.924 -3.839 2.689 0.077
H -4.201 -4.816 1.928 0.081
H -3.604 -3.377 1.126 0.070
H -1.466 -5.920 2.821 0.082
H -1.466 -6.988 1.401 0.079
H -2.957 -6.668 2.222 0.083
O 0.030 2.114 -3.309 -0.313
P 1.221 2.868 -3.900 0.740
N 0.483 3.157 -5.430 -0.364
C 0.575 2.274 -6.572 -0.128
C -0.774 3.896 -5.397 -0.141
N 2.265 1.502 -3.934 -0.314
C 3.013 1.007 -5.076 -0.145
C 1.939 0.382 -3.057 -0.141
N 2.619 3.811 -4.449 -0.274
C 3.481 4.138 -3.284 -0.142
C 2.418 5.073 -5.175 -0.130
H 1.608 2.192 -6.915 0.061
H 0.045 2.675 -7.440 0.078
H 0.167 1.277 -6.362 0.086
H -0.605 4.893 -4.972 0.068
H -1.537 3.395 -4.794 0.069
H -1.190 4.055 -6.394 0.076
H 2.396 0.371 -5.719 0.074
H 3.865 0.404 -4.744 0.079
H 3.449 1.804 -5.678 0.070
H 1.133 -0.233 -3.474 0.082
H 1.641 0.731 -2.069 0.049
H 2.806 -0.264 -2.891 0.083
H 2.974 4.826 -2.599 0.076
H 4.421 4.591 -3.606 0.080
H 3.743 3.241 -2.720 0.071
H 1.757 5.754 -4.631 0.081
H 2.014 4.908 -6.174 0.078
H 3.374 5.579 -5.337 0.082
```

# 2
Here is a cluster of 8 separate species, C24H56N8O8 in total at a distorted geometry from the Open Molecules 2025 dataset. Energies are from ωB97M-V/def2-TZVPD.

Computed properties:
2S+1	2
frontier orbital gap (spin up / spin down)	1.8 / 8.7	eV
HOMO (spin up / spin down)	0.19 / -6.81	eV
total charge	-1

Geometry as XYZ:
```
96
Properties=species:S:1:pos:R:3:lowdin_charge:R:1
C 4.702 5.403 -0.742 0.017
C 4.335 4.241 0.294 -0.490
O 3.171 4.074 0.593 -0.007
N 5.314 3.417 0.764 0.021
C 5.169 2.295 1.670 -0.113
H 4.062 6.283 -0.817 0.069
H 4.611 4.886 -1.697 0.068
H 5.675 5.765 -0.411 0.065
H 6.233 3.650 0.416 0.125
H 5.258 1.326 1.179 0.057
H 4.203 2.284 2.174 0.074
H 5.959 2.138 2.406 0.075
C -3.202 1.814 2.840 -0.004
C -3.926 1.444 1.592 -0.606
O -5.136 1.660 1.516 0.011
N -3.229 0.945 0.618 0.029
C -3.792 0.536 -0.649 -0.048
H -2.293 1.218 2.913 0.057
H -3.692 1.635 3.797 0.085
H -2.808 2.827 2.764 0.080
H -2.241 0.861 0.814 0.065
H -3.002 0.113 -1.270 0.065
H -4.312 1.307 -1.218 0.087
H -4.446 -0.327 -0.518 0.070
C 1.823 7.052 1.631 -0.009
C 1.162 6.168 2.722 -0.523
O 0.549 6.638 3.708 -0.010
N 1.288 4.855 2.503 -0.003
C 0.753 3.750 3.246 -0.056
H 1.737 6.680 0.610 0.066
H 2.866 7.261 1.871 0.073
H 1.291 7.999 1.719 0.071
H 1.987 4.645 1.805 0.062
H -0.321 3.673 3.074 0.080
H 0.966 3.889 4.306 0.083
H 1.298 2.842 2.988 0.076
C -2.275 -5.399 -0.834 -0.015
C -2.477 -4.134 -1.699 -0.570
O -3.091 -3.217 -1.201 0.006
N -1.910 -4.137 -2.884 0.019
C -2.102 -3.054 -3.821 -0.080
H -1.661 -5.077 0.007 0.073
H -1.841 -6.284 -1.299 0.053
H -3.217 -5.709 -0.382 0.075
H -1.437 -4.951 -3.250 0.112
H -3.106 -3.192 -4.224 0.086
H -1.395 -3.065 -4.650 0.073
H -1.911 -2.108 -3.314 0.069
C 2.513 -3.620 -1.508 -0.109
C 2.842 -3.823 -0.105 -0.601
O 2.051 -3.503 0.796 -0.015
N 4.105 -4.287 0.190 -0.012
C 4.472 -4.547 1.583 -0.185
H 1.510 -3.202 -1.596 0.060
H 2.543 -4.479 -2.177 0.040
H 3.138 -2.810 -1.885 0.075
H 4.701 -4.750 -0.481 0.084
H 3.840 -5.329 2.002 0.075
H 4.454 -3.678 2.242 0.066
H 5.507 -4.886 1.556 0.059
C -6.365 -3.497 -2.089 -0.003
C -6.612 -2.853 -0.777 -0.606
O -7.714 -2.438 -0.432 0.017
N -5.588 -2.847 0.022 0.006
C -5.453 -2.436 1.392 -0.049
H -5.419 -4.038 -2.091 0.060
H -6.352 -2.761 -2.893 0.087
H -7.098 -4.259 -2.354 0.084
H -4.717 -2.991 -0.468 0.065
H -6.233 -1.784 1.785 0.089
H -4.477 -1.990 1.587 0.075
H -5.574 -3.359 1.959 0.080
C -0.985 -1.602 1.056 0.008
C 0.021 -0.458 1.114 -0.491
O -0.493 0.694 1.238 -0.052
N 1.314 -0.717 0.901 0.039
C 2.357 0.290 0.777 -0.066
H -0.588 -2.613 1.149 0.069
H -1.468 -1.518 0.083 0.063
H -1.783 -1.547 1.797 0.078
H 1.584 -1.684 1.012 0.084
H 1.970 1.308 0.736 0.072
H 2.961 0.007 -0.086 0.075
H 2.985 0.180 1.661 0.067
C 0.407 -0.167 -2.433 -0.006
C 1.515 0.773 -2.811 -0.591
O 2.387 0.475 -3.626 0.022
N 1.392 1.908 -2.142 0.024
C 2.293 3.029 -2.389 -0.078
H -0.415 0.334 -1.921 0.067
H 0.725 -0.999 -1.804 0.063
H -0.005 -0.640 -3.324 0.073
H 0.551 2.126 -1.628 0.136
H 2.266 3.537 -3.353 0.082
H 3.310 2.681 -2.210 0.081
H 2.038 3.847 -1.715 0.070
```

# 3
Here is a cluster of 8 separate species, C24H56N8O8 in total at a distorted geometry from the Open Molecules 2025 dataset. Energies are from ωB97M-V/def2-TZVPD.

Computed properties:
2S+1	2
frontier orbital gap (spin up / spin down)	1.7 / 9.1	eV
HOMO (spin up / spin down)	0.57 / -6.77	eV
total charge	-1

Geometry as XYZ:
```
96
Properties=species:S:1:pos:R:3:lowdin_charge:R:1
C 0.933 4.402 -6.293 -0.336
O 0.818 5.184 -7.239 -0.010
N 2.073 3.772 -5.947 -0.172
C 1.986 2.531 -5.148 -0.052
C 3.323 4.001 -6.728 -0.049
H 0.049 4.093 -5.714 0.104
H 2.753 2.603 -4.378 0.086
H 1.989 1.634 -5.768 0.084
H 1.070 2.463 -4.561 0.050
H 3.338 3.307 -7.569 0.082
H 3.366 4.993 -7.177 0.076
H 4.292 3.981 -6.229 0.076
C 0.806 0.814 -1.259 -0.315
O 0.351 1.502 -2.157 -0.009
N 0.095 -0.146 -0.590 -0.150
C 0.674 -1.061 0.353 -0.080
C -1.312 -0.377 -0.802 -0.095
H 1.868 0.887 -0.979 0.124
H 1.708 -1.130 0.015 0.047
H 0.240 -2.057 0.441 0.086
H 0.936 -0.670 1.337 0.062
H -1.578 0.259 -1.646 0.059
H -1.596 -1.314 -1.282 0.061
H -1.934 -0.301 0.090 0.083
C -7.371 -0.316 -0.715 -0.376
O -8.339 0.173 -0.127 -0.020
N -6.155 0.130 -0.534 -0.221
C -5.047 -0.477 -1.166 -0.123
C -5.871 1.416 -0.046 -0.088
H -7.405 -1.251 -1.296 0.135
H -5.235 -0.760 -2.202 0.079
H -4.806 -1.402 -0.643 0.072
H -4.137 0.100 -1.003 0.068
H -5.269 1.187 0.833 0.087
H -5.331 2.057 -0.744 0.083
H -6.790 1.906 0.276 0.088
C -3.184 3.815 -5.305 -0.321
O -2.207 4.572 -5.346 -0.033
N -3.073 2.698 -4.584 -0.215
C -4.195 1.781 -4.431 -0.071
C -1.829 2.339 -3.976 -0.063
H -4.168 4.054 -5.738 0.134
H -4.635 1.781 -3.434 0.068
H -3.853 0.746 -4.423 0.072
H -4.839 2.002 -5.282 0.084
H -2.199 2.173 -2.964 0.087
H -1.516 1.463 -4.544 0.099
H -1.062 3.112 -4.024 0.071
C -1.185 -1.511 4.094 -0.339
O -0.780 -1.410 2.933 -0.056
N -0.650 -2.443 4.947 -0.178
C -1.216 -2.581 6.259 -0.133
C 0.258 -3.579 4.602 -0.062
H -1.890 -0.901 4.678 0.103
H -1.824 -3.486 6.274 0.079
H -1.840 -1.712 6.466 0.070
H -0.431 -2.561 7.014 0.080
H 0.994 -3.580 5.406 0.053
H -0.196 -4.563 4.721 0.066
H 0.560 -3.570 3.555 0.079
C 3.132 -2.098 3.899 -0.337
O 2.647 -1.150 4.534 -0.033
N 3.805 -3.050 4.538 -0.193
C 4.656 -3.938 3.794 -0.062
C 3.600 -3.099 6.020 -0.046
H 3.027 -2.080 2.803 0.129
H 4.023 -4.825 3.828 0.082
H 5.615 -4.022 4.304 0.088
H 4.774 -3.616 2.759 0.077
H 2.622 -2.927 6.470 0.066
H 3.906 -4.136 6.156 0.073
H 4.326 -2.493 6.562 0.081
C 4.052 -1.550 -0.378 -0.383
O 4.352 -2.127 0.625 0.028
N 3.833 -2.140 -1.596 -0.184
C 3.045 -1.435 -2.669 -0.045
C 4.078 -3.549 -1.800 -0.095
H 3.955 -0.464 -0.531 0.131
H 3.532 -1.549 -3.638 0.077
H 2.948 -0.438 -2.238 0.053
H 2.084 -1.932 -2.795 0.078
H 3.858 -3.810 -2.835 0.073
H 5.158 -3.697 -1.782 0.085
H 3.532 -4.242 -1.159 0.080
C 1.412 1.485 3.303 -0.330
O 1.874 1.654 2.167 -0.031
N 0.221 1.982 3.724 -0.185
C -0.331 1.923 5.075 -0.069
C -0.735 2.403 2.685 -0.043
H 1.949 1.040 4.155 0.113
H 0.301 1.871 5.962 0.085
H -0.969 1.039 5.067 0.056
H -0.970 2.785 5.265 0.075
H -0.211 2.744 1.793 0.082
H -1.301 1.497 2.466 0.078
H -1.340 3.173 3.164 0.074
```

# 4
Here is a structure of composition C24H56N8O8 at a distorted geometry from the Open Molecules 2025 dataset. Energies are from ωB97M-V/def2-TZVPD.

Computed properties:
2S+1	1
frontier orbital gap	6.5	eV
HOMO	-6.34	eV
total charge	0

Geometry as XYZ:
```
96
Properties=species:S:1:pos:R:3:lowdin_charge:R:1
C 2.669 3.524 -3.998 -0.283
O 1.735 3.767 -4.742 0.009
N 2.455 3.082 -2.693 -0.097
C 3.569 2.865 -1.775 -0.078
C 1.174 2.766 -2.158 -0.074
H 3.726 3.593 -4.298 0.132
H 3.626 1.825 -1.452 0.094
H 3.398 3.391 -0.835 0.084
H 4.571 3.144 -2.102 0.098
H 0.945 1.704 -2.077 0.099
H 1.118 3.162 -1.144 0.104
H 0.314 3.274 -2.596 0.054
C -3.433 1.832 0.993 -0.283
O -2.354 2.321 0.720 -0.017
N -4.151 0.946 0.254 -0.102
C -3.653 0.415 -1.014 -0.032
C -5.061 0.040 0.911 -0.091
H -3.871 1.965 1.995 0.133
H -2.909 -0.363 -0.846 0.043
H -3.153 1.110 -1.689 0.071
H -4.403 -0.179 -1.535 0.103
H -4.594 -0.944 0.947 0.080
H -5.470 0.362 1.869 0.097
H -5.973 -0.164 0.349 0.094
C 2.163 -2.343 1.015 -0.429
O 2.006 -1.564 1.925 0.069
N 2.758 -3.527 1.169 -0.164
C 3.073 -4.452 0.093 -0.063
C 2.941 -4.101 2.547 0.003
H 2.020 -2.183 -0.065 0.068
H 2.259 -5.169 0.204 0.055
H 4.074 -4.882 0.076 0.105
H 2.908 -4.039 -0.902 0.106
H 3.811 -4.745 2.677 0.090
H 3.040 -3.344 3.324 0.089
H 2.015 -4.650 2.725 0.057
C -1.806 -3.917 0.088 -0.207
O -2.864 -4.118 0.684 0.010
N -0.566 -4.486 0.350 -0.084
C 0.595 -4.049 -0.478 -0.096
C -0.243 -5.186 1.569 -0.039
H -1.747 -3.284 -0.811 0.111
H 1.208 -3.319 0.050 0.010
H 0.267 -3.714 -1.462 0.112
H 1.237 -4.891 -0.740 0.072
H 0.529 -5.905 1.295 0.085
H 0.331 -4.584 2.273 0.063
H -1.032 -5.682 2.133 0.103
C 2.426 2.318 0.731 -0.228
O 2.495 1.718 -0.359 -0.197
N 3.452 2.820 1.395 -0.156
C 3.315 3.494 2.712 -0.013
C 4.813 2.692 1.033 -0.047
H 1.471 2.637 1.176 0.177
H 2.283 3.487 3.063 0.096
H 3.767 4.486 2.733 0.093
H 3.913 2.948 3.441 0.088
H 5.328 3.635 1.220 0.107
H 5.255 1.888 1.622 0.106
H 4.932 2.432 -0.019 0.076
C -1.117 4.025 -1.107 -0.376
O -1.350 5.106 -0.553 0.008
N -1.449 3.771 -2.376 -0.155
C -1.238 2.397 -2.969 -0.071
C -2.049 4.820 -3.247 -0.011
H -0.807 3.113 -0.573 0.093
H -2.224 1.995 -3.199 0.093
H -0.594 1.821 -2.304 0.024
H -0.630 2.425 -3.873 0.101
H -3.007 4.597 -3.716 0.082
H -2.153 5.794 -2.768 0.085
H -1.361 4.923 -4.085 0.084
C 0.273 -1.539 -1.004 -0.368
O -0.803 -2.067 -1.218 -0.064
N 0.362 -0.325 -0.567 -0.044
C 1.663 0.283 -0.250 -0.104
C -0.823 0.535 -0.413 -0.052
H 1.276 -1.974 -1.135 0.116
H 1.628 0.554 0.805 0.115
H 1.878 1.153 -0.870 -0.123
H 2.437 -0.460 -0.444 0.123
H -0.839 1.451 0.178 0.082
H -1.159 0.809 -1.413 0.061
H -1.613 -0.123 -0.050 0.005
C -4.088 -0.917 2.995 -0.368
O -4.037 0.271 3.054 -0.024
N -3.324 -1.736 2.190 -0.143
C -3.733 -3.150 2.220 -0.073
C -2.225 -1.305 1.354 -0.045
H -4.821 -1.490 3.584 0.142
H -3.669 -3.647 1.252 -0.122
H -4.662 -3.418 2.724 0.089
H -2.935 -3.742 2.670 0.089
H -2.350 -1.482 0.286 0.063
H -1.737 -0.358 1.585 0.113
H -1.423 -1.971 1.670 0.111
```

# 5
Here is a structure of composition C24H57AsGeNPdSi5 from the Open Molecules 2025 dataset. Energies are from ωB97M-V/def2-TZVPD.

Computed properties:
2S+1	1
frontier orbital gap	6.4	eV
HOMO	-3.77	eV
total charge	-1

Geometry as XYZ:
```
90
Properties=species:S:1:pos:R:3:lowdin_charge:R:1
Pd 0.022 0.227 0.168 0.434
C 3.403 -0.325 2.350 -0.192
Si 3.090 -1.220 0.716 0.375
C 4.102 -2.816 0.907 -0.186
C 4.037 -0.168 -0.533 -0.181
C 1.337 -1.524 0.184 -0.558
Si 1.233 -1.859 -1.657 0.362
C 1.589 -0.339 -2.728 -0.189
C -0.527 -2.370 -2.116 -0.186
C 2.355 -3.236 -2.302 -0.180
Si 0.471 -2.835 1.136 0.437
C 0.877 -4.624 0.646 -0.184
C 0.838 -2.782 2.985 -0.169
C -1.448 -2.791 1.020 -0.312
C -2.193 -3.943 1.290 -0.080
C -3.577 -3.905 1.259 -0.081
C -4.201 -2.708 0.949 -0.070
C -3.398 -1.608 0.691 -0.159
N -2.072 -1.638 0.727 0.044
H 4.474 -0.383 2.563 0.029
H 2.874 -0.758 3.196 0.014
H 3.131 0.728 2.283 0.020
H 5.148 -2.565 1.099 0.024
H 4.066 -3.447 0.019 0.010
H 3.750 -3.412 1.751 0.015
H 5.053 0.001 -0.165 0.029
H 3.556 0.806 -0.652 0.016
H 4.113 -0.624 -1.520 0.015
H 1.767 0.544 -2.118 -0.023
H 0.732 -0.121 -3.370 0.011
H 2.458 -0.486 -3.374 0.034
H -1.237 -1.606 -1.785 -0.003
H -0.840 -3.315 -1.670 0.020
H -0.615 -2.466 -3.202 0.034
H 3.409 -2.964 -2.235 0.017
H 2.127 -3.408 -3.357 0.028
H 2.214 -4.175 -1.767 0.010
H 1.957 -4.764 0.592 0.016
H 0.457 -4.897 -0.324 0.023
H 0.496 -5.329 1.388 0.020
H 1.885 -3.027 3.174 0.020
H 0.222 -3.509 3.521 0.035
H 0.639 -1.799 3.406 -0.003
H -1.684 -4.869 1.522 0.088
H -4.158 -4.796 1.468 0.099
H -5.278 -2.622 0.908 0.096
H -3.846 -0.651 0.443 0.087
C -1.707 -0.570 4.102 -0.223
Ge -1.217 1.079 3.145 0.727
C -2.868 1.774 2.361 -0.262
C -0.689 2.367 4.549 -0.233
C 0.374 0.889 2.017 -0.408
H -2.615 -0.386 4.680 0.014
H -0.921 -0.875 4.794 0.010
H -1.899 -1.390 3.415 -0.010
H -3.607 1.894 3.158 0.012
H -3.257 1.087 1.613 -0.026
H -2.694 2.729 1.870 -0.027
H -1.487 2.509 5.279 0.007
H -0.456 3.333 4.100 0.009
H 0.199 2.011 5.073 0.010
H 1.064 0.243 2.551 -0.053
H 0.829 1.881 1.931 -0.027
C -3.165 0.467 -2.790 -0.231
Si -2.245 2.111 -2.683 0.148
C -3.549 3.474 -2.778 -0.247
C -1.237 2.258 -4.277 -0.231
As -1.084 2.295 -0.700 0.705
Si 0.544 3.817 -1.281 0.146
C 1.473 4.292 0.290 -0.247
C -0.235 5.394 -1.978 -0.246
C 1.888 3.305 -2.509 -0.227
H -3.971 0.515 -3.528 0.023
H -3.600 0.193 -1.828 0.001
H -2.486 -0.335 -3.082 0.002
H -4.116 3.420 -3.711 0.019
H -3.075 4.455 -2.716 0.003
H -4.245 3.396 -1.941 0.018
H -1.875 2.137 -5.157 0.023
H -0.461 1.493 -4.308 -0.001
H -0.747 3.230 -4.349 0.007
H 0.803 4.702 1.048 0.019
H 2.246 5.033 0.071 0.021
H 1.959 3.410 0.716 0.002
H -1.001 5.771 -1.299 0.019
H -0.713 5.204 -2.941 0.001
H 0.517 6.174 -2.123 0.018
H 2.575 2.596 -2.045 0.001
H 2.471 4.172 -2.834 0.023
H 1.469 2.822 -3.391 0.003
```